1.
DFT (ωB97M-V with the def2-TZVPD basis set) results for one molecule with the formula C6H10N2O.

As for the net charge: 0. The LUMO energy is 0.63 eV. The relative energy (zero: lowest compared OMol25 entry of this formula, charge and spin) comes out at 20.52 kcal per mole. For the orbital gap, the calculation gives 9.13 eV.

CARTESIAN COORDINATES (ANGSTROEM)
C -0.29611 1.68260 -0.39400
C -0.31262 0.25291 0.04911
C -1.47284 -0.42698 0.19776
N -1.56963 -1.72513 0.68225
C -2.71487 0.19676 -0.08357
N -3.73834 0.65652 -0.32465
C 0.99148 -0.46568 0.35085
C 2.24234 0.37762 0.12461
O 1.07791 -1.68507 -0.38530
H 0.16443 2.31520 0.36456
H 0.27150 1.80370 -1.31679
H -1.30889 2.03784 -0.56686
H -0.73812 -2.28152 0.54747
H -2.42785 -2.20524 0.46015
H 0.97310 -0.79511 1.39921
H 3.11861 -0.22578 0.35175
H 2.31002 0.70507 -0.91127
H 2.24401 1.24834 0.77269
H 1.18587 -1.46604 -1.31798

Cartesian forces (eV/Å) of the 3 atoms listed first:
C -0.1 -0.1 0.0
C -0.3 -0.2 0.0
C 1.3 -0.1 0.1

---

2.
DFT (ωB97M-V with the def2-TZVPD basis set) results for a 2-piece molecular cluster, C6H10N2O overall.

As for the net charge: 0. The LUMO energy is 0.25 eV. The relative energy (zero: lowest compared OMol25 entry of this formula, charge and spin) comes out at 69.71 kcal per mole. For the orbital gap, the calculation gives 8.74 eV.

CARTESIAN COORDINATES (ANGSTROEM)
H -1.18715 1.58832 1.64334
N -0.87274 1.99592 0.76191
C 0.19828 1.48009 0.29732
C 1.02542 0.39197 0.93338
C 0.35733 -0.40603 2.02682
O 2.17603 0.20713 0.59611
H 0.71528 2.00911 -0.49951
H -0.60972 -0.77295 1.68717
H 0.99133 -1.24433 2.30392
H 0.20414 0.22568 2.90181
C 1.00699 -1.74233 -1.44256
C -0.08876 -0.80871 -1.30839
C -0.99730 -0.00199 -1.32462
N -2.16649 0.66274 -1.31736
H 1.18366 -1.95084 -2.49846
H 1.91490 -1.31111 -1.01306
H 0.78845 -2.67814 -0.92627
H -2.45580 0.97548 -2.23675
H -2.18384 1.37997 -0.58482

Cartesian forces (eV/Å) of the 3 atoms listed first:
H 0.0 -0.4 -0.2
N 0.5 0.3 0.2
C 0.3 1.0 0.9

---

3.
DFT (ωB97M-V with the def2-TZVPD basis set) results for a 2-piece molecular cluster, C6H10N2O2 overall.

As for the net charge: 0. The LUMO energy is 0.70 eV. The relative energy (zero: lowest compared OMol25 entry of this formula, charge and spin) comes out at 17.04 kcal per mole. For the orbital gap, the calculation gives 9.15 eV.

CARTESIAN COORDINATES (ANGSTROEM)
C -0.03102 0.63775 2.50243
C 0.64369 -0.13509 1.41291
C 1.82720 -0.84173 1.48612
N 2.05966 -1.42819 0.27022
C 1.08588 -1.07850 -0.61505
C 0.17507 -0.29920 0.07133
N -1.01379 0.26300 -0.46507
C -1.06775 1.52618 -1.13700
O -0.09254 2.19134 -1.43618
H -0.99783 0.18817 2.77595
H 0.59517 0.66869 3.40313
H -0.23196 1.67354 2.19006
H 2.52717 -0.95544 2.30904
H 2.82016 -2.06219 0.06855
H 1.08455 -1.43473 -1.64125
H -1.89902 -0.07096 -0.09851
H -2.10242 1.91871 -1.18087
O -1.54877 -0.11625 -3.59408
H -1.32382 -0.46149 -2.66220
H -2.50962 -0.18362 -3.65952

Cartesian forces (eV/Å) of the 3 atoms listed first:
C -0.1 0.2 0.1
C 0.4 -0.2 -0.2
C -0.3 0.1 0.3

---

4.
DFT (ωB97M-V with the def2-TZVPD basis set) results for one molecule with the formula C6H10N2O4.

As for the net charge: 0. The LUMO energy (alpha / beta) is 0.71 / -1.08 eV. The multiplicity is 3. For the orbital gap (alpha / beta), the calculation gives 4.57 / 6.88 eV.

CARTESIAN COORDINATES (ANGSTROEM)
C -1.21169 -0.57587 -0.44476
C 1.14104 -0.54057 -0.53578
C -1.16137 0.75368 -0.48953
C 1.11215 0.79965 -0.52705
C 0.11643 -2.30318 0.80871
C -0.06477 1.92651 1.17923
N -0.03326 -1.37657 -0.38593
N -0.01777 1.50769 -0.16374
O -2.32336 -1.27727 -0.67217
O 2.25376 -1.31103 -0.71961
O -2.25659 1.59099 -0.72221
O 2.24652 1.52961 -0.73033
H -0.26158 -3.25128 0.34886
H 1.10507 -2.50112 1.09826
H -0.52858 -1.94884 1.61508
H -0.80847 2.76767 1.19312
H -0.11082 0.95480 1.88452
H 0.74660 2.53649 1.44194
H -2.07641 -2.07526 -0.14905
H 2.21567 -1.80500 -1.56670
H -2.14353 2.16001 -1.46045
H 2.06094 2.43890 -1.00241

Cartesian forces (eV/Å) of the 3 atoms listed first:
C 1.2 -8.6 1.9
C -0.6 -1.1 -0.5
C -0.7 10.8 -2.2

---

5.
DFT (ωB97M-V with the def2-TZVPD basis set) results for one molecule with the formula C6H10N2O5P2.

As for the net charge: 0. The LUMO energy is 0.06 eV. For the orbital gap, the calculation gives 9.79 eV.

CARTESIAN COORDINATES (ANGSTROEM)
C 0.46294 2.25096 1.11204
P 1.37096 1.88175 -0.43601
O 0.14685 1.82686 -1.53527
C 1.69529 0.01937 -0.31225
O 2.72632 -0.25623 -1.24802
C 2.10506 -0.28369 1.06608
N 2.16602 -0.42312 2.20657
C 0.45721 -0.85291 -0.71976
C 0.94318 -2.17182 -1.15799
N 1.37081 -3.19074 -1.46346
C -0.54408 -1.08256 0.44384
P -2.24306 -1.15499 -0.14443
O -2.51778 -2.23560 -1.08628
O -3.13994 -1.24248 1.18176
O -2.48201 0.31910 -0.70849
H -0.36089 1.57612 1.32998
H 1.17068 2.23422 1.93802
H 0.06714 3.25880 1.00095
H 0.02425 2.71957 -1.88593
H 3.59200 -0.14294 -0.83863
H -0.02285 -0.38385 -1.57888
H -0.47279 -0.31266 1.20413
H -0.36535 -2.06513 0.87531
H -2.79038 -0.66187 1.87351
H -3.35958 0.37388 -1.11679

Cartesian forces (eV/Å) of the 3 atoms listed first:
C 0.0 -0.2 -0.1
P 0.3 0.3 0.3
O -0.1 0.2 0.0

---

6.
DFT (ωB97M-V with the def2-TZVPD basis set) results for C6H10N2OS2 as an isolated structure.

As for the net charge: 0. The LUMO energy (alpha / beta) is -0.35 / -0.35 eV. The relative energy (zero: lowest compared OMol25 entry of this formula, charge and spin) comes out at 94.20 kcal per mole. For the orbital gap (alpha / beta), the calculation gives 8.08 / 8.09 eV.

CARTESIAN COORDINATES (ANGSTROEM)
C 2.79096 -0.70677 0.77178
C 1.69004 0.08190 1.08647
C 3.23314 -0.47502 -0.49923
C 1.32384 0.90958 0.06651
C -1.16792 -0.92198 -0.65764
C -2.19861 0.10962 1.10832
N 0.00918 2.36128 -1.59543
N -1.77763 0.28752 -0.21321
O -0.57069 2.65828 0.99767
S 2.25625 0.67770 -1.35553
S -0.13961 1.86778 -0.11599
H 3.29225 -1.46825 1.43838
H 1.25214 0.14580 2.23783
H 4.11503 -0.93197 -1.11013
H -2.00671 -1.51506 -0.82564
H -0.78368 -0.62061 -1.70957
H -0.40735 -1.39914 0.06325
H -1.37511 -0.60332 1.63203
H -2.29750 0.96240 1.70271
H -3.09322 -0.45017 1.34931
H -0.53543 3.13083 -1.90227

Cartesian forces (eV/Å) of the 3 atoms listed first:
C 1.8 -1.6 0.3
C -1.6 0.9 4.1
C 1.2 -0.4 -2.2

---

7.
DFT (ωB97M-V with the def2-TZVPD basis set) results for one molecule with the formula C6H10N2Si.

As for the net charge: 0. The LUMO energy is 0.91 eV. The relative energy (zero: lowest compared OMol25 entry of this formula, charge and spin) comes out at 34.57 kcal per mole. For the orbital gap, the calculation gives 9.41 eV.

CARTESIAN COORDINATES (ANGSTROEM)
N 0.20565 2.10597 0.89174
C 0.84556 0.98990 0.31374
C 2.20215 0.99249 -0.05227
C 2.96517 -0.19526 -0.24248
C 2.36938 -1.40567 -0.22904
C 0.99020 -1.44459 -0.00552
C 0.30105 -0.29089 0.30198
N -1.35915 -0.31796 0.65442
Si -2.73999 -0.67745 -0.39076
H 0.79232 2.93991 0.79033
H -0.67610 2.23302 0.46939
H 2.69174 1.86229 0.16051
H 3.94945 -0.15642 -0.66710
H 3.06286 -2.23238 -0.36868
H 0.43864 -2.29065 -0.14012
H -1.64918 0.47629 1.24305
H -2.07615 -1.47888 -1.27319
H -4.05977 -1.07862 0.20333
H -3.20839 0.53317 -1.22898

Cartesian forces (eV/Å) of the 3 atoms listed first:
N 1.5 -0.2 -0.4
C 1.8 -1.0 0.5
C -0.8 -2.3 0.9

---

8.
DFT (ωB97M-V with the def2-TZVPD basis set) results for an isolated ion of composition C6H10N3 and charge +1.

As for the net charge: +1. The LUMO energy (alpha / beta) is -5.31 / -5.31 eV. The relative energy (zero: lowest compared OMol25 entry of this formula, charge and spin) comes out at 83.91 kcal per mole. For the orbital gap (alpha / beta), the calculation gives 7.29 / 7.29 eV.

CARTESIAN COORDINATES (ANGSTROEM)
H -4.02956 0.14331 -0.45291
N -3.12944 0.42184 -0.16398
C -2.18173 -0.39625 -0.05535
C -0.82784 0.20702 0.07289
N -0.63734 1.49300 0.04612
C 0.62204 2.23596 0.17355
C 1.63944 1.36852 -0.47790
C 1.64021 0.02472 -0.21702
N 0.56474 -0.72226 0.19221
C 0.58801 -2.15166 0.13768
H -2.22908 -1.52647 -0.25289
H -1.41840 2.12701 -0.07642
H 0.65831 2.26364 1.28051
H 0.61507 3.20462 -0.05186
H 2.51209 1.85026 -0.86776
H 2.36335 -0.76225 -0.38907
H 1.51296 -2.55765 0.58935
H -0.26311 -2.51919 0.80826
H 0.49388 -2.63255 -0.87300

Cartesian forces (eV/Å) of the 3 atoms listed first:
H -1.2 -1.0 -0.1
N 1.8 1.1 0.4
C -0.4 -1.6 -1.2

---

9.
DFT (ωB97M-V with the def2-TZVPD basis set) results for a 2-piece molecular cluster, C6H10N3O overall.

As for the net charge: +1. The LUMO energy (alpha / beta) is -5.78 / -5.79 eV. The relative energy (zero: lowest compared OMol25 entry of this formula, charge and spin) comes out at 164.34 kcal per mole. For the orbital gap (alpha / beta), the calculation gives 7.11 / 7.11 eV.

CARTESIAN COORDINATES (ANGSTROEM)
C -2.89201 -1.11301 0.11898
C -1.59221 -1.67325 0.18978
C -2.78318 0.24719 -0.11456
C -0.84656 -0.61346 -0.18862
C 1.75838 -0.22664 0.42539
C -0.90649 1.86854 -0.47462
N -1.46812 0.57117 -0.21352
N 2.28823 0.28380 1.49587
N 2.41023 -0.65259 -0.60594
O 3.81610 -0.52405 -0.73727
H -3.79469 -1.68683 0.19911
H -1.32501 -2.69545 0.34368
H -3.55816 0.97690 -0.24197
H -1.25128 2.25917 -1.43438
H -1.20457 2.56573 0.30953
H 0.18033 1.78970 -0.48827
H 1.73176 0.52733 2.29845
H 3.29645 0.40793 1.56968
H 1.94824 -0.92943 -1.46348
H 4.19255 -1.38276 -0.98785

Cartesian forces (eV/Å) of the 3 atoms listed first:
C 0.2 0.0 0.0
C -0.3 -0.3 0.1
C -0.3 -0.4 0.3

---

10.
DFT (ωB97M-V with the def2-TZVPD basis set) results for C6H10N3O as an isolated structure.

As for the net charge: +1. The LUMO energy is -4.21 eV. The relative energy (zero: lowest compared OMol25 entry of this formula, charge and spin) comes out at 92.04 kcal per mole. For the orbital gap, the calculation gives 8.99 eV.

CARTESIAN COORDINATES (ANGSTROEM)
C -2.13767 1.19005 -0.45482
C -2.78822 -0.06157 -0.61437
C -0.90144 0.82788 0.12373
C 0.69142 -1.40779 0.10646
C 1.37739 0.98828 0.90133
C 1.74861 -0.36788 0.06239
N -2.10976 -0.97707 0.05877
N -0.94832 -0.46233 0.57809
N 0.21024 1.57282 0.36190
O 1.97625 0.05712 -1.29200
H -2.34160 2.22723 -0.75143
H -3.74438 -0.42337 -1.02484
H 0.39777 -1.88634 -0.78225
H 0.60886 -2.25028 0.89862
H 1.37905 0.62236 1.86904
H 2.32196 1.52057 0.83325
H 2.80712 -0.55667 0.25836
H -2.17847 -1.95964 -0.15166
H 0.25089 2.35457 -0.27879
H 1.16170 0.22429 -1.69125

Cartesian forces (eV/Å) of the 3 atoms listed first:
C 0.2 -0.9 -0.9
C -0.8 1.7 0.4
C -0.2 -0.5 1.3

---

11.
DFT (ωB97M-V with the def2-TZVPD basis set) results for an isolated ion of composition C6H10N3O2 and charge +1.

As for the net charge: +1. The LUMO energy is -3.71 eV. The relative energy (zero: lowest compared OMol25 entry of this formula, charge and spin) comes out at 91.25 kcal per mole. For the orbital gap, the calculation gives 10.93 eV.

CARTESIAN COORDINATES (ANGSTROEM)
C -0.75596 2.18508 0.04470
C -0.82247 0.69977 0.19384
C -1.67180 -0.34261 -0.36951
C -2.06522 -1.53715 0.50582
N -0.27618 -0.21683 -0.77907
N 0.73745 -1.14461 -0.26722
C 2.12838 -1.10316 -0.13678
O 2.83215 -2.05854 0.08005
N 2.59143 0.21601 -0.18127
C 3.58420 0.86452 0.18271
O 4.38416 1.62035 0.49186
H 0.35005 2.44589 0.00989
H -0.94705 2.73212 1.01475
H -1.40956 2.48595 -0.81650
H -0.34286 0.41918 1.18115
H -2.26212 -0.10713 -1.17179
H -2.06596 -2.40426 -0.24659
H -2.99529 -1.09622 0.96158
H -1.30957 -1.69940 1.28446
H -0.14332 0.14739 -1.89041
H 0.45953 -2.10636 -0.09167

Cartesian forces (eV/Å) of the 3 atoms listed first:
C 0.7 0.8 0.0
C 1.0 1.3 3.3
C 0.7 -1.3 2.9

---

12.
DFT (ωB97M-V with the def2-TZVPD basis set) results for an isolated ion of composition C6H10N3S and charge +1.

As for the net charge: +1. The LUMO energy is -4.88 eV. The relative energy (zero: lowest compared OMol25 entry of this formula, charge and spin) comes out at 28.14 kcal per mole. For the orbital gap, the calculation gives 7.72 eV.

CARTESIAN COORDINATES (ANGSTROEM)
S -2.03357 1.58216 -0.64304
C -2.55592 0.05613 0.19651
C -1.37400 -0.76298 0.74601
N -0.67404 -1.16697 -0.44357
C 0.52706 -1.02268 -0.93051
C 1.55146 -0.29756 -0.39582
N 1.39630 0.42127 0.69952
C 2.45530 1.27020 0.74446
C 3.32026 0.97420 -0.28592
N 2.77556 0.00490 -1.03738
H -1.70135 2.19491 0.55905
H -3.18995 -0.59595 -0.48392
H -3.13986 0.46017 1.12366
H -0.66800 -0.12600 1.44312
H -1.55340 -1.74142 1.34717
H -1.40526 -1.59705 -1.01896
H 0.75614 -1.56400 -1.78513
H 2.72102 1.88413 1.57558
H 4.31089 1.43181 -0.71033
H 3.04171 -0.46035 -2.01540

Cartesian forces (eV/Å) of the 3 atoms listed first:
S 0.3 0.2 0.9
C -1.5 0.1 2.4
C 1.7 0.9 2.6

---

The following max |F| values (in Eh/bohr) correspond, in order, to the records above: 0.0248, 0.0350, 0.0447, 0.2154, 0.0153, 0.0882, 0.0975, 0.1437, 0.0582, 0.0803, 0.1162, 0.0809.